Computed, not measured: 2 unconnected molecules or ions with the total composition C17H14N3O5 in a non-equilibrium geometry, with ωB97M-V with the def2-TZVPD basis set.

```
39
Properties=species:S:1:pos:R:3:forces:R:3:mulliken_charge:R:1
C -1.167368 0.725571 -2.692093 2.72 -2.29 0.18 -0.924
C -2.126380 1.644916 -2.737964 -3.94 4.05 -0.27 0.220
N -2.974979 2.471660 -2.794333 1.59 -1.58 0.13 -0.697
C 0.217419 1.003514 -2.687156 -1.59 -0.17 -0.01 1.182
C 1.158033 -0.045226 -2.684993 0.74 -0.02 0.01 -0.836
C 2.501358 0.219374 -2.689412 -0.06 -0.61 0.00 -0.271
C 2.953300 1.530765 -2.693911 1.22 0.23 0.00 -0.129
N 4.379970 1.803509 -2.696278 -0.32 -0.03 0.01 0.942
O 4.758842 2.981772 -2.695515 -0.14 -0.66 0.00 -0.664
O 5.167387 0.848136 -2.697041 -0.36 0.53 0.00 -0.667
C 2.046702 2.581272 -2.695576 -0.29 0.48 0.00 -0.409
C 0.700462 2.327393 -2.693190 0.66 0.41 0.01 -0.633
H -1.478943 -0.304250 -2.685526 -0.03 -0.33 -0.01 0.322
H 0.806074 -1.062245 -2.687677 -0.07 -0.25 0.01 0.339
H 3.230228 -0.576482 -2.693701 0.03 -0.08 0.01 0.436
H 2.431759 3.590023 -2.700117 -0.04 0.07 0.00 0.439
H -0.007420 3.138811 -2.695921 -0.12 0.16 0.00 0.372
C 1.393665 -4.210491 2.845284 0.07 -0.16 -0.02 -0.809
O 1.619296 -2.867281 3.196425 -0.81 1.22 -0.19 -0.462
C 0.613479 -1.984357 2.805227 0.21 -0.06 0.07 0.861
C 0.757821 -0.627404 3.117831 0.58 -0.80 0.21 -0.535
C -0.195343 0.291104 2.754876 -0.47 -0.09 -0.25 -0.579
C -1.342602 -0.098465 2.059687 0.14 -0.49 0.04 1.053
C -2.353008 0.869429 1.668308 -0.66 0.27 -0.32 -0.222
C -3.486701 0.551738 1.042584 0.60 0.01 0.31 -0.726
N -4.475214 1.546498 0.694366 -0.80 1.81 -0.54 0.909
O -5.669728 1.214162 0.687014 1.38 -0.16 0.05 -0.585
O -4.094561 2.693770 0.427777 -0.32 -1.66 0.67 -0.494
C -1.485904 -1.452761 1.754602 -0.03 0.62 0.09 -0.870
C -0.537735 -2.374501 2.114058 0.67 -0.58 0.29 -0.579
H 2.235563 -4.804285 3.198519 0.02 0.20 0.04 0.234
H 0.481721 -4.570093 3.321209 -0.10 -0.20 -0.05 0.331
H 1.323780 -4.304045 1.761918 -0.06 -0.19 -0.09 0.338
H 1.641476 -0.326884 3.654352 0.18 0.11 0.09 0.423
H -0.063735 1.327272 3.010130 0.09 0.27 0.04 0.376
H -2.185601 1.904169 1.913267 0.11 0.29 -0.03 0.355
H -3.727401 -0.463512 0.804458 -0.59 -0.03 -0.23 0.370
H -2.361490 -1.782272 1.226661 -0.10 -0.21 -0.14 0.221
H -0.684241 -3.410301 1.861866 -0.11 -0.10 -0.10 0.368
```
Positions in Å, forces in eV/Å.

As for the LUMO energy: 1.610 eV. As for the total charge: -1. For the energy above the lowest of the compared OMol25 structures with the same formula, charge and spin, the calculation gives 0.00 kcal per mole. The HOMO energy is -3.3 eV.

Computed, not measured: a molecular structure, C17H15AuI2N3O3 in a non-equilibrium geometry, with ωB97M-V with the def2-TZVPD basis set.

```
41
Properties=species:S:1:pos:R:3:forces:R:3:mulliken_charge:R:1
Au 11.292211 9.573674 3.908962 0.62 1.55 -0.64 0.906
I 17.429771 15.107148 3.163666 -0.42 -0.26 0.39 0.195
C 16.279483 13.376844 3.394720 1.60 -0.37 -0.46 -0.270
C 16.944876 12.161852 3.044299 0.25 0.89 0.09 -0.346
C 16.186416 11.063884 2.793224 -0.65 -1.40 0.16 -0.532
I 16.882180 9.240949 2.176119 0.71 -0.21 -0.12 0.212
C 14.708491 11.001643 2.963140 1.23 1.41 0.04 0.244
O 14.042465 9.989536 2.756964 -0.35 0.67 0.11 -0.456
C 14.152079 12.310861 3.322135 -0.57 -0.62 0.08 0.042
C 12.712673 12.462143 3.045262 -0.97 -1.43 -0.65 -0.598
N 11.714755 11.700413 3.937372 -0.39 1.94 0.92 -0.473
C 10.492349 12.592299 3.913951 -0.85 0.40 0.75 -0.323
C 9.196618 11.851307 3.782155 -1.56 0.43 -0.76 0.487
C 7.982810 12.543695 3.572336 0.04 -0.25 0.73 -0.689
C 6.794714 11.799979 3.387809 0.10 1.47 0.18 -0.159
C 6.811305 10.428727 3.383528 2.50 -0.24 0.41 -0.936
C 8.073204 9.801295 3.558647 -0.59 -0.26 0.26 -0.042
N 9.187810 10.515699 3.763531 0.57 -0.45 -0.22 -0.454
C 14.904612 13.418212 3.591370 -0.05 -0.32 -0.18 -0.141
H 18.049190 12.182718 2.932051 -1.00 -0.23 -0.04 0.354
H 12.534995 12.000601 2.039207 0.00 0.82 0.60 0.233
H 12.390346 13.501079 3.096672 0.39 -0.05 -0.24 0.681
H 12.058771 11.849257 4.895736 0.11 -0.35 -0.40 0.422
H 10.513001 13.364218 3.119564 0.24 -0.80 0.14 0.383
H 10.422667 13.215307 4.840515 0.33 -0.60 -0.44 0.397
H 7.937997 13.646877 3.715330 0.12 -0.97 -0.45 0.337
H 5.831924 12.331916 3.282632 0.70 -0.29 0.05 0.387
H 5.917984 9.876075 3.332512 -0.77 -0.76 -0.27 0.472
H 8.253563 8.709892 3.597004 -0.46 0.55 -0.11 0.560
H 14.436594 14.344060 3.856595 -0.25 0.40 -0.06 0.453
O 13.737600 7.457434 3.654950 -2.65 -1.11 0.61 -0.547
C 12.626305 6.906556 3.679060 2.75 1.70 -1.08 0.368
C 12.392470 5.419186 3.426161 0.08 0.49 -0.31 -0.421
C 10.951616 5.338397 3.084636 -2.42 -0.30 -0.29 -0.314
C 10.368317 6.664912 3.574295 -2.05 -0.35 -0.12 0.358
O 9.127662 6.766371 3.635680 2.67 1.27 0.20 -0.654
N 11.401210 7.612358 3.844485 -1.31 -3.31 -0.41 -0.273
H 12.607944 4.940029 4.351532 0.11 -0.54 0.91 0.293
H 13.022366 4.940257 2.689847 0.52 0.52 -0.18 0.313
H 10.348074 4.508294 3.568421 0.85 0.96 -0.54 0.302
H 10.657297 5.308938 1.977990 0.81 -0.02 1.36 0.231
```
Positions in Å, forces in eV/Å.

Its expectation value of S² is 2.043. As for the LUMO energy (spin up / spin down): -2.847 / -5.924 eV. As for the total charge: +1. Its spin multiplicity is 3. The HOMO energy (spin up / spin down) is -11.0 / -11.6 eV.

Computed, not measured: a molecular structure, C17H15BrNdO3 in a non-equilibrium geometry, with ωB97M-V with the def2-TZVPD basis set.

```
37
Properties=species:S:1:pos:R:3:forces:R:3:mulliken_charge:R:1
C -1.335192 -1.003210 -1.347291 -0.95 -0.06 -0.60 -0.317
C -2.030622 -2.162795 -0.888762 -0.25 0.75 -0.21 -0.717
C -3.119434 -1.732606 -0.069704 0.14 0.57 -0.67 -0.468
H -1.793123 -3.184332 -1.162688 0.04 0.14 0.19 0.445
C -3.116964 -0.299478 -0.053986 0.21 -0.39 -0.71 -0.729
C -2.013089 0.148995 -0.842933 -0.77 -0.42 -0.52 -0.302
H -1.887956 1.168832 -1.233887 0.37 -0.54 0.69 0.405
H -0.582285 -0.973289 -2.144749 0.00 -0.03 0.86 0.436
H -3.885986 -2.365548 0.355057 0.11 -0.02 0.16 0.464
H -3.878512 0.342380 0.380877 0.26 -0.19 0.10 0.418
Nd -0.968503 -1.115881 1.300153 1.56 0.75 0.02 1.309
Br 1.043082 -2.945776 1.279439 0.01 -0.40 0.17 -0.495
C 2.871765 1.675837 -0.067094 -0.63 -0.32 -0.79 -0.568
C 1.896833 2.376625 -0.847174 0.83 -0.97 -0.29 -0.616
C 1.628636 1.591032 -2.008631 0.10 0.14 0.51 -0.637
H 1.531970 3.371492 -0.654698 -0.13 0.18 0.06 0.415
C 2.386436 0.396582 -1.924403 0.05 0.25 0.46 -0.574
C 3.152113 0.439747 -0.724363 -0.52 0.67 -0.06 -0.542
H 3.813570 -0.337588 -0.356689 -0.03 0.07 -0.07 0.391
H 3.330032 2.037180 0.847774 -0.08 -0.09 -0.02 0.442
H 0.998959 1.898700 -2.844161 0.06 -0.13 0.18 0.401
H 2.386852 -0.411956 -2.652541 0.03 0.11 0.10 0.436
O 1.257356 2.474509 4.299610 -0.64 -0.21 0.98 -0.569
C 0.389446 1.959951 5.206718 -0.05 -0.24 -0.52 0.529
C 0.677132 2.128879 6.567345 -0.55 -0.40 0.07 -0.684
C -0.124482 1.493378 7.512299 -0.23 -0.06 -0.23 -0.159
C -1.233534 0.721792 7.134697 -0.17 0.08 -0.25 -0.710
C -1.537194 0.581036 5.789915 -0.16 0.14 0.41 -0.340
C -0.753818 1.189415 4.812318 1.64 0.29 0.57 -0.132
C -0.838123 0.611079 3.478777 0.12 -1.16 -2.27 1.446
O -1.819290 -0.217573 3.259797 0.59 0.77 0.28 -0.840
O 0.067803 0.747505 2.544185 -1.70 0.30 2.03 -0.940
H 1.035865 2.069673 3.447988 0.11 -0.14 -0.70 0.359
H 1.564040 2.668916 6.867075 -0.01 0.08 -0.10 0.403
H 0.117314 1.568111 8.567690 0.07 0.07 -0.10 0.346
H -1.858845 0.190421 7.850108 0.29 0.26 0.06 0.352
H -2.365154 -0.039437 5.447433 0.28 0.14 0.21 0.342
```
Positions in Å, forces in eV/Å.

Its expectation value of S² is 3.755. As for the LUMO energy (spin up / spin down): 2.037 / 2.057 eV. As for the total charge: -1. Its spin multiplicity is 4. The HOMO energy (spin up / spin down) is -2.6 / -2.6 eV.

Number 1: calculated total energy -1196.50778 Ha. Number 2: calculated total energy -1777.55913 Ha. Number 3: calculated total energy -4018.07546 Ha.